A 9-piece molecular cluster, C17H37N4O19 overall. Source: the OMol25 dataset; level of theory: the ωB97M-V functional and the def2-TZVPD basis.

ORCA input file:
```
! RIJCOSX wB97M-V def2-TZVPD def2/J DEFGRID3
* xyz -1 1
O -2.1581 -2.0366 -3.3395
O 3.0134 -0.9957 2.2299
O 1.1903 -3.4238 -4.9673
O -1.1129 5.1164 -0.4713
O -0.3097 3.2854 0.3800
O -2.4984 0.5410 2.2890
O 3.3460 3.8518 -1.2262
O -1.7882 3.1125 -1.3177
O 4.7992 -2.2075 1.7231
O -1.2646 -1.2643 0.3148
O -3.9599 0.6113 0.6589
O 3.2029 -1.9674 0.2213
O -0.0997 -2.2971 4.0738
O -0.0416 3.4943 4.4889
O -1.6540 -3.9173 4.2181
O -4.5624 1.5129 2.5780
O 0.1525 0.0618 1.4358
O -1.1807 -2.9568 2.2652
O -0.0966 0.2779 -0.7273
N -3.3188 -0.7388 -1.7314
N -0.0398 1.7759 2.8814
N 2.4125 1.8653 -0.3821
N 2.1169 -2.8850 -2.8571
C -1.5523 1.6559 4.8703
C 1.3947 1.4215 3.0482
C 2.4817 3.0246 -1.3614
C -0.3139 -0.3321 0.3494
C -3.1373 0.5350 -2.5313
C 2.9502 2.2987 0.9825
C -1.0701 3.8457 -0.4628
C -2.8098 -1.9961 -2.3413
C 3.6947 -1.7415 1.3674
C 2.0740 -2.9133 -4.3577
C -3.2010 -3.2116 -1.5442
C 3.1435 -2.0713 -5.0019
C 0.7483 -3.0627 -2.2223
C -3.7762 0.8789 1.8492
C -0.6069 2.4949 4.1099
C -1.0747 -3.0796 3.5221
C 1.4467 3.0591 -2.4134
H -3.0580 -4.0440 -2.2353
H 3.0001 -2.1183 -6.0786
H 1.8370 3.2019 -3.4191
H -0.7031 1.0653 2.5832
H -4.3076 -0.7154 -1.5044
H 1.4618 0.4079 3.4363
H 2.4940 3.1625 1.4615
H -2.2113 0.5506 -3.0957
H 0.1454 -3.7639 -2.7944
H 2.9264 -1.0718 -4.6225
H 0.6704 3.7781 -2.1436
H -2.5460 1.5544 4.4283
H -1.3661 2.2943 -0.9891
H 2.6369 -3.7147 -2.5780
H -2.7327 -0.6339 -0.8994
H -4.0257 0.4360 -3.1588
H -1.2686 -1.7159 1.1922
H 2.8781 1.0884 -0.8382
H -4.1857 -3.2113 -1.0847
H 0.8348 -3.4405 -1.2042
H 0.1050 -1.8924 3.2162
H 4.0345 2.3647 1.0259
H 0.3104 -2.0647 -2.2133
H -2.2960 0.4076 1.3460
H -1.2270 0.6318 5.0611
H 1.9007 2.0966 3.7352
H -2.3576 -3.4154 -0.8794
H 2.5083 -2.0540 -2.4246
H 2.6833 1.4794 1.6524
H -0.0988 2.4762 2.1376
H 4.0985 -2.5169 -4.7219
H 2.2283 -0.9364 1.6571
H 1.7919 1.5694 2.0484
H 0.9707 2.0754 -2.3891
H 1.4362 1.5870 -0.2688
H -3.4020 1.3849 -1.9042
H -1.7060 2.0748 5.8650
*
```

## Properties
- HOMO-LUMO gap (eV) = 5.54
- highest occupied orbital energy (eV) = -5.244
- electronic energy (hartree) = -2318.5141

Per-atom Löwdin charges, elementary charge units: number 1, O, carries 0.136; number 2, O, carries 0.070; number 3, O, carries 0.179; number 4, O, carries -0.046; number 5, O, carries -0.069; number 6, O, carries 0.021; number 7, O, carries 0.151; number 8, O, carries 0.071; number 9, O, carries -0.046; number 10, O, carries 0.047; number 11, O, carries -0.034; number 12, O, carries -0.116; number 13, O, carries 0.053; number 14, O, carries 0.126; number 15, O, carries -0.015; number 16, O, carries -0.010; number 17, O, carries -0.039; number 18, O, carries -0.082; number 19, O, carries -0.048; number 20, N, carries 0.088; number 21, N, carries 0.073; number 22, N, carries 0.149; number 23, N, carries 0.118; number 24, C, carries 0.023; number 25, C, carries -0.024; number 26, C, carries -0.380; number 27, C, carries -0.767; number 28, C, carries 0.025; number 29, C, carries 0.013; number 30, C, carries -0.835; number 31, C, carries -0.407; number 32, C, carries -0.875; number 33, C, carries -0.403; number 34, C, carries 0.040; number 35, C, carries 0.032; number 36, C, carries 0.027; number 37, C, carries -0.797; number 38, C, carries -0.345; number 39, C, carries -0.812; number 40, C, carries 0.031; number 41, H, carries 0.093; number 42, H, carries 0.098; number 43, H, carries 0.099; number 44, H, carries 0.095; number 45, H, carries 0.169; number 46, H, carries 0.108; number 47, H, carries 0.129; number 48, H, carries 0.099; number 49, H, carries 0.094; number 50, H, carries 0.102; number 51, H, carries 0.098; number 52, H, carries 0.085; number 53, H, carries 0.073; number 54, H, carries 0.190; number 55, H, carries 0.114; number 56, H, carries 0.099; number 57, H, carries 0.060; number 58, H, carries 0.175; number 59, H, carries 0.102; number 60, H, carries 0.118; number 61, H, carries 0.065; number 62, H, carries 0.119; number 63, H, carries 0.087; number 64, H, carries 0.062; number 65, H, carries 0.108; number 66, H, carries 0.121; number 67, H, carries 0.102; number 68, H, carries 0.158; number 69, H, carries 0.026; number 70, H, carries 0.119; number 71, H, carries 0.103; number 72, H, carries 0.069; number 73, H, carries -0.022; number 74, H, carries 0.076; number 75, H, carries 0.102; number 76, H, carries 0.092; number 77, H, carries 0.092

***

C33H30Cl4N3O4SeZr as an isolated structure. Source: the OMol25 dataset; level of theory: the ωB97M-V functional and the def2-TZVPD basis.

ORCA input file:
```
! RIJCOSX wB97M-V def2-TZVPD def2/J DEFGRID3
* xyz -1 1
Zr 0.8459 0.3951 -0.2151
Se -3.2013 0.5578 1.2621
Cl -0.2640 -4.9385 3.2415
Cl -0.2705 -3.2431 -3.0865
Cl -2.3422 -5.9348 0.9727
Cl -1.1428 -5.9140 -1.9161
O 0.0712 -1.0160 -1.4524
O 0.5082 -0.9069 1.3135
O 0.6903 1.9366 1.2754
O -0.1335 1.7093 -1.4824
N 2.0886 -1.7191 -0.0966
N 2.9577 1.2472 -0.3030
N -1.6864 -1.5739 -0.0921
C -7.0423 -0.6441 0.1092
C -2.1922 0.4481 -1.5037
C 2.5281 -2.6408 -1.1434
C 1.1287 5.4034 2.1203
C 0.7627 -3.3027 1.4022
C -1.7324 -3.0045 2.0042
C -0.9075 -4.9434 0.5729
C -3.2565 -0.0185 -2.2592
C -1.9339 -0.1422 -0.1317
C 3.9643 0.3431 -0.8487
C 2.4925 3.4091 0.7336
C -4.9254 0.4567 0.4211
C -1.2948 1.3823 -2.0767
C -2.4407 -2.4846 0.7487
C 2.3770 5.6955 1.5438
C -3.5220 0.4713 -3.5295
C -5.3350 1.4782 -0.4284
C 3.2948 2.4344 0.0596
C -0.5155 -3.3709 -1.3561
C 0.7459 -2.0554 0.5508
C -2.6834 1.4391 -4.0631
C -6.5918 1.4327 -1.0146
C 1.2270 3.1113 1.3221
C -7.4448 0.3699 -0.7500
C -1.5777 1.8742 -3.3502
C 0.5753 4.1540 2.0231
C -0.3717 -2.0365 -0.6211
C -0.8144 -4.5789 -0.7853
C 3.0389 4.7021 0.8755
C 4.3627 -0.7360 0.1661
C -5.7858 -0.5993 0.6977
C -0.5899 -3.9744 1.6491
C 3.1799 -1.4468 0.8454
H -7.7034 -1.4753 0.3196
H 1.4142 -4.0607 0.9607
H -8.4228 0.3314 -1.2136
H 4.8470 0.9005 -1.1782
H 2.7810 -0.8116 1.6365
H -5.4706 -1.3910 1.3653
H 5.0032 -1.4555 -0.3481
H 4.3182 2.7574 -0.1615
H 0.5946 6.1788 2.6564
H 1.7528 -2.7742 -1.8861
H -4.3617 0.0905 -4.0964
H -0.8787 2.5804 -3.7829
H -6.8985 2.2238 -1.6871
H -2.4718 -3.5602 2.5815
H -3.8776 -0.8046 -1.8474
H 3.5485 -2.3536 1.3425
H 2.7978 -3.6158 -0.7231
H -1.1441 0.4783 0.3451
H -1.3612 -2.1825 2.6203
H -2.7548 -3.3396 0.1480
H -4.6572 2.2938 -0.6435
H 4.9709 -0.2834 0.9539
H 2.8056 6.6842 1.6333
H 3.4072 -2.2405 -1.6501
H 3.5339 -0.1343 -1.7318
H 4.0094 4.9006 0.4324
H -2.8652 1.8306 -5.0573
H -3.3534 -1.9831 1.0554
H 1.1857 -3.0108 2.3640
H -0.3839 3.9226 2.4671
*
```

## Properties
- HOMO-LUMO gap (eV) = 4.64
- highest occupied orbital energy (eV) = -3.075
- electronic energy (hartree) = -6030.1706

Per-atom Löwdin charges, elementary charge units: number 1, Zr, carries 1.908; number 2, Se, carries 1.132; number 3, Cl, carries 0.537; number 4, Cl, carries 0.648; number 5, Cl, carries 0.543; number 6, Cl, carries 0.566; number 7, O, carries -0.314; number 8, O, carries -0.269; number 9, O, carries -0.181; number 10, O, carries -0.256; number 11, N, carries -0.196; number 12, N, carries -0.083; number 13, N, carries -0.043; number 14, C, carries -0.087; number 15, C, carries -0.175; number 16, C, carries -0.043; number 17, C, carries -0.079; number 18, C, carries -0.128; number 19, C, carries -0.183; number 20, C, carries -0.732; number 21, C, carries -0.048; number 22, C, carries -0.472; number 23, C, carries -0.211; number 24, C, carries -0.138; number 25, C, carries -0.534; number 26, C, carries -0.337; number 27, C, carries -0.181; number 28, C, carries -0.107; number 29, C, carries -0.097; number 30, C, carries -0.128; number 31, C, carries -0.072; number 32, C, carries -0.598; number 33, C, carries -0.458; number 34, C, carries -0.103; number 35, C, carries -0.087; number 36, C, carries -0.336; number 37, C, carries -0.095; number 38, C, carries -0.028; number 39, C, carries -0.001; number 40, C, carries -0.465; number 41, C, carries -0.738; number 42, C, carries -0.060; number 43, C, carries -0.162; number 44, C, carries -0.119; number 45, C, carries -0.746; number 46, C, carries -0.191; number 47, H, carries 0.101; number 48, H, carries 0.122; number 49, H, carries 0.097; number 50, H, carries 0.116; number 51, H, carries 0.116; number 52, H, carries 0.096; number 53, H, carries 0.106; number 54, H, carries 0.132; number 55, H, carries 0.102; number 56, H, carries 0.026; number 57, H, carries 0.095; number 58, H, carries 0.106; number 59, H, carries 0.101; number 60, H, carries 0.086; number 61, H, carries 0.124; number 62, H, carries 0.129; number 63, H, carries 0.105; number 64, H, carries -0.001; number 65, H, carries 0.114; number 66, H, carries 0.104; number 67, H, carries 0.106; number 68, H, carries 0.114; number 69, H, carries 0.093; number 70, H, carries 0.078; number 71, H, carries 0.109; number 72, H, carries 0.107; number 73, H, carries 0.092; number 74, H, carries 0.050; number 75, H, carries 0.104; number 76, H, carries 0.119

***

C29H34FeIN4O2Se as an isolated structure. Source: the OMol25 dataset; level of theory: the ωB97M-V functional and the def2-TZVPD basis.

ORCA input file:
```
! RIJCOSX wB97M-V def2-TZVPD def2/J DEFGRID3
* xyz 1 5
I 2.9233 1.2185 3.5281
Se 1.1649 -1.7821 1.4165
Fe 1.1095 0.6673 1.6753
O -1.2045 6.1733 2.7813
O -0.8203 0.9390 1.9021
N 1.0336 2.9540 1.5735
N -0.8638 -2.1454 -0.5712
N 0.9819 -1.2412 -1.3683
N -4.0076 2.4613 2.1408
C -2.8195 -5.4247 -1.0226
C 2.2915 3.5578 1.6200
C 0.2056 -0.9454 -3.7486
C 2.2961 -0.6525 -1.4146
C 2.4092 -3.8700 -2.1297
C 3.3248 2.9980 2.3728
C -1.7782 -2.7570 0.3642
C 4.8124 4.7512 1.7222
C 4.5683 3.5933 2.4434
C 2.5515 4.7403 0.9213
C 0.3809 -1.7271 -0.2566
C -3.4948 0.1148 2.2528
C 3.4399 -1.6664 -1.3222
C -2.0938 -1.6418 -4.0399
C -1.4195 -5.1676 -0.4780
C -1.0905 -1.8878 -1.9079
C -3.0844 1.5428 2.1162
C -0.0019 3.6965 1.7928
C -1.4135 -4.2050 0.7063
C -2.2085 -2.0355 -2.7195
C 0.0939 -1.3232 -2.4184
C -1.6947 1.8713 1.9434
C 3.4161 -2.7513 -2.4028
C 3.8030 5.3231 0.9636
C -1.3630 3.2595 1.8539
C -2.4049 4.2144 1.9167
C -3.7000 3.7494 2.0359
C -2.1421 5.7054 1.8362
C -0.9046 -1.1224 -4.5503
H 4.4131 -3.1908 -2.4432
H -3.0968 6.2371 1.9344
H 3.9789 6.2340 0.4119
H 2.3469 -4.0729 -1.0614
H 4.3664 -1.0951 -1.4037
H -1.7453 -2.1704 1.2876
H 5.3340 3.1616 3.0653
H -2.9478 -1.7351 -4.6924
H 0.1572 4.7488 2.0279
H -2.7795 -2.7009 -0.0621
H -2.1336 -4.5434 1.4526
H -3.7596 -0.2871 1.2747
H 2.3699 0.0724 -0.5718
H -2.6785 -0.4762 2.6629
H 1.1183 -0.5342 -4.1483
H -1.7098 5.9522 0.8601
H -0.4237 -4.2152 1.1699
H -3.5005 -5.6679 -0.2105
H -1.6056 6.1909 3.6551
H -4.5455 4.4200 2.0679
H 2.3649 -0.1018 -2.3533
H -0.7663 -4.7884 -1.2679
H 1.4143 -3.6251 -2.4956
H -2.8112 -6.2628 -1.7132
H 2.7226 -4.7836 -2.6282
H 5.7864 5.2107 1.7664
H 3.2223 -2.3033 -3.3795
H -4.3680 0.0534 2.8967
H -0.9984 -6.1128 -0.1319
H 3.4245 -2.1490 -0.3419
H -3.1410 -2.4304 -2.3496
H 1.7582 5.1841 0.3358
H -3.2083 -4.5596 -1.5523
H -0.8524 -0.8412 -5.5903
*
```

## Properties
- HOMO-LUMO gap (spin up / spin down) (eV) = 7.60 / 7.35
- highest occupied orbital energy (spin up / spin down) (eV) = -10.402 / -10.471
- electronic energy (hartree) = -5457.6675

Per-atom Löwdin charges, elementary charge units: number 1, I, carries 1.115; number 2, Se, carries 0.802; number 3, Fe, carries 0.366; number 4, O, carries -0.064; number 5, O, carries -0.187; number 6, N, carries 0.001; number 7, N, carries 0.008; number 8, N, carries -0.022; number 9, N, carries 0.121; number 10, C, carries -0.092; number 11, C, carries -0.345; number 12, C, carries 0.005; number 13, C, carries -0.152; number 14, C, carries -0.091; number 15, C, carries -0.529; number 16, C, carries -0.144; number 17, C, carries -0.066; number 18, C, carries -0.135; number 19, C, carries -0.011; number 20, C, carries -0.604; number 21, C, carries -0.019; number 22, C, carries -0.190; number 23, C, carries -0.059; number 24, C, carries -0.246; number 25, C, carries -0.131; number 26, C, carries -0.257; number 27, C, carries -0.029; number 28, C, carries -0.184; number 29, C, carries 0.010; number 30, C, carries -0.152; number 31, C, carries -0.276; number 32, C, carries -0.231; number 33, C, carries -0.055; number 34, C, carries -0.065; number 35, C, carries -0.140; number 36, C, carries -0.098; number 37, C, carries -0.206; number 38, C, carries -0.061; number 39, H, carries 0.110; number 40, H, carries 0.125; number 41, H, carries 0.115; number 42, H, carries 0.074; number 43, H, carries 0.119; number 44, H, carries 0.099; number 45, H, carries 0.101; number 46, H, carries 0.113; number 47, H, carries 0.127; number 48, H, carries 0.127; number 49, H, carries 0.124; number 50, H, carries 0.082; number 51, H, carries 0.090; number 52, H, carries 0.066; number 53, H, carries 0.113; number 54, H, carries 0.131; number 55, H, carries 0.079; number 56, H, carries 0.080; number 57, H, carries 0.105; number 58, H, carries 0.113; number 59, H, carries 0.128; number 60, H, carries 0.097; number 61, H, carries 0.057; number 62, H, carries 0.077; number 63, H, carries 0.079; number 64, H, carries 0.113; number 65, H, carries 0.107; number 66, H, carries 0.086; number 67, H, carries 0.112; number 68, H, carries 0.074; number 69, H, carries 0.107; number 70, H, carries 0.123; number 71, H, carries 0.047; number 72, H, carries 0.113

***

C4H4O5Pm as an isolated structure. Source: the OMol25 dataset; level of theory: the ωB97M-V functional and the def2-TZVPD basis.

ORCA input file:
```
! RIJCOSX wB97M-V def2-TZVPD def2/J DEFGRID3
* xyz 1 5
Pm -2.7764 -3.5441 0.7433
O -0.6199 -3.9187 0.8279
O 1.2216 1.0828 0.3889
O 0.8219 0.5439 2.5514
O -0.3029 -1.5611 0.6894
O 1.4400 -3.1556 0.4477
C -1.8273 -0.6355 -0.9888
C 0.8761 0.5317 1.3724
C 0.2565 -3.0231 0.6719
C -1.7192 -1.3164 0.3669
H -2.8628 -0.3005 -1.1552
H -1.5374 -1.2953 -1.8205
H -2.0543 -0.5900 1.1261
H -1.2042 0.2725 -1.0740
*
```

## Properties
- HOMO-LUMO gap (spin up / spin down) (eV) = 6.75 / 7.05
- highest occupied orbital energy (spin up / spin down) (eV) = -13.361 / -13.347
- electronic energy (hartree) = -1139.0583

Per-atom Löwdin charges, elementary charge units: number 1, Pm, carries 2.000; number 2, O, carries -0.210; number 3, O, carries 0.186; number 4, O, carries 0.180; number 5, O, carries -0.159; number 6, O, carries 0.167; number 7, C, carries -0.101; number 8, C, carries -0.407; number 9, C, carries -0.587; number 10, C, carries -0.421; number 11, H, carries 0.078; number 12, H, carries 0.083; number 13, H, carries 0.097; number 14, H, carries 0.095

***

Which of these has the highest electronic energy? C4H4O5Pm